[1]
Entry from the OMol25 dataset: a molecular structure, C39H31MnN7O3S (ωB97M-V/def2-TZVPD).

ORCA input file:
```
! RIJCOSX wB97M-V def2-TZVPD def2/J DEFGRID3
* xyz -2 2
Mn 0.423 0.269 1.526
N 0.596 3.525 4.531
C 0.427 2.602 3.476
S 1.045 1.004 3.760
N -0.198 3.073 2.446
N -0.393 2.114 1.458
C -1.029 2.446 0.376
C -1.526 3.837 0.154
C -0.605 4.876 0.031
C -1.036 6.171 -0.206
C -2.395 6.447 -0.311
C -3.317 5.421 -0.176
C -2.882 4.120 0.053
C -1.248 1.459 -0.632
C -2.106 1.602 -1.754
C -2.598 0.577 -2.485
C -2.288 -0.825 -2.091
C -1.547 -0.988 -0.732
N -0.718 0.174 -0.324
H 1.437 3.333 5.053
H 0.557 4.474 4.184
H 0.448 4.649 0.143
H -0.309 6.969 -0.301
H -2.731 7.462 -0.493
H -4.379 5.626 -0.251
H -3.598 3.314 0.154
H -2.407 2.610 -2.026
H -3.242 0.762 -3.338
H -3.181 -1.461 -2.096
H -2.089 -1.418 0.107
O -3.513 -1.516 3.054
C -3.115 -2.794 2.956
C -4.077 -3.790 3.158
C -3.738 -5.125 3.055
C -2.436 -5.503 2.743
C -1.481 -4.520 2.546
C -1.790 -3.166 2.652
C -0.734 -2.120 2.417
O -1.113 -0.893 2.340
N 0.473 -2.566 2.193
N 1.279 -1.498 1.764
C 2.516 -1.778 1.575
C 3.504 -0.842 1.071
C 4.810 -1.341 0.949
C 5.865 -0.593 0.474
C 5.600 0.731 0.096
C 4.338 1.256 0.200
C 3.220 0.512 0.694
O 2.081 1.095 0.738
H -2.716 -0.967 2.788
H -5.088 -3.476 3.389
H -4.499 -5.882 3.211
H -2.172 -6.549 2.654
H -0.459 -4.773 2.300
H 2.854 -2.790 1.802
H 4.979 -2.373 1.246
H 6.859 -1.014 0.392
H 6.404 1.351 -0.289
H 4.128 2.277 -0.097
C 3.029 1.284 -3.937
C 2.376 2.073 -2.997
C 1.503 1.529 -2.071
C 1.253 0.150 -2.078
C 1.909 -0.647 -3.030
C 2.790 -0.083 -3.937
N 0.451 -0.476 -1.145
C -0.363 -1.655 -1.467
C 0.194 -2.980 -1.085
C -0.143 -4.082 -1.760
C -1.015 -4.030 -2.946
C -1.444 -2.869 -3.447
C -1.115 -1.558 -2.820
H 3.723 1.724 -4.643
H 2.562 3.141 -2.965
H 1.049 2.145 -1.314
H 1.741 -1.718 -3.036
H 3.298 -0.727 -4.647
H 0.831 -3.016 -0.212
H 0.229 -5.050 -1.446
H -1.277 -4.967 -3.424
H -2.048 -2.857 -4.351
H -0.621 -0.906 -3.545
*
```

Properties
max |F| = 0.822 eV/A
E_LUMO (alpha / beta) = 4.589 / 4.589 eV
<S²> = 0.852
HOMO energy (alpha / beta) = -0.564 / -0.532 eV
frontier orbital gap (alpha / beta) = 0.189 / 0.188 hartree


[2]
Entry from the OMol25 dataset: a molecular structure, C39H31N11Ti at a distorted geometry (ωB97M-V/def2-TZVPD).

ORCA input file:
```
! RIJCOSX wB97M-V def2-TZVPD def2/J DEFGRID3
* xyz 0 1
Ti 0.271 0.015 -0.177
C -4.169 3.802 1.161
C -3.298 3.053 1.938
C -2.230 2.388 1.372
C -1.973 2.464 -0.006
C -2.888 3.201 -0.779
C -3.956 3.858 -0.208
N -0.933 1.780 -0.598
C -0.426 2.247 -1.774
C -0.338 3.583 -2.209
C 0.171 3.879 -3.455
C 0.599 2.872 -4.323
C 0.557 1.555 -3.929
C 0.075 1.239 -2.653
N -0.006 0.000 -2.121
N 0.174 -1.053 -2.901
C -0.056 -2.194 -2.248
C -0.127 -3.411 -2.961
C -0.518 -4.540 -2.301
C -0.787 -4.465 -0.928
C -0.638 -3.253 -0.288
N -0.305 -2.126 -0.910
H -4.993 4.336 1.608
H -3.456 2.988 3.007
H -1.586 1.800 2.008
H -2.751 3.233 -1.849
H -4.634 4.410 -0.845
H -0.661 4.385 -1.561
H 0.243 4.909 -3.774
H 0.972 3.127 -5.303
H 0.905 0.747 -4.556
H 0.100 -3.390 -4.014
H -0.637 -5.472 -2.830
H -1.098 -5.337 -0.378
H -0.808 -3.168 0.780
C 0.719 3.590 2.263
C 0.460 3.147 3.569
C 0.487 1.806 3.806
C 0.747 0.883 2.756
N 0.856 1.322 1.457
C 0.894 2.653 1.276
N 0.909 -0.381 3.156
C 1.280 -1.323 2.302
N 1.368 -1.136 0.958
C 2.094 -2.154 0.416
N 2.700 -2.092 -0.759
C 2.869 -0.913 -1.364
C 3.894 -0.866 -2.348
C 4.393 0.330 -2.772
C 3.835 1.511 -2.260
C 2.746 1.407 -1.427
N 2.239 0.249 -0.985
C 2.323 -3.156 1.425
C 2.924 -4.407 1.406
C 3.002 -5.109 2.592
C 2.528 -4.565 3.790
C 1.948 -3.315 3.831
C 1.818 -2.614 2.638
H 0.750 4.641 2.025
H 0.263 3.854 4.360
H 0.334 1.381 4.784
H 1.054 3.001 0.261
H 4.288 -1.808 -2.692
H 5.208 0.372 -3.479
H 4.224 2.479 -2.532
H 2.257 2.314 -1.086
H 3.313 -4.810 0.484
H 3.439 -6.097 2.610
H 2.626 -5.140 4.700
H 1.591 -2.893 4.757
C -3.326 -0.457 -1.169
C -2.947 -0.674 0.251
N -1.760 -0.579 0.819
C -1.943 -0.908 2.138
C -3.253 -1.193 2.367
N -3.881 -1.041 1.163
H -2.443 -0.255 -1.773
H -4.015 0.386 -1.247
H -3.825 -1.346 -1.559
H -1.140 -0.913 2.850
H -3.772 -1.483 3.258
H -4.866 -1.163 0.987
*
```

Properties
max |F| = 4.367 eV/A
E_LUMO (alpha / beta) = -1.211 / -1.210 eV
HOMO energy (alpha / beta) = -5.809 / -5.798 eV
frontier orbital gap (alpha / beta) = 0.169 / 0.169 hartree


[3]
Entry from the OMol25 dataset: a molecular structure, C39H31N2PSTi (ωB97M-V/def2-TZVPD).

ORCA input file:
```
! RIJCOSX wB97M-V def2-TZVPD def2/J DEFGRID3
* xyz 2 1
Ti 0.951 -0.798 -0.161
C -0.682 -3.333 5.975
C -1.366 -2.138 5.809
C -1.180 -1.376 4.661
C -0.300 -1.829 3.682
C 0.400 -3.025 3.853
C 0.204 -3.778 4.999
P -0.141 -0.931 2.137
C -0.862 0.710 2.290
C -0.253 1.625 3.154
C -0.734 2.920 3.240
C -1.816 3.313 2.455
C -2.418 2.410 1.593
C -1.941 1.107 1.508
C -1.148 -1.860 0.927
C -2.407 -2.382 1.237
C -3.047 -3.177 0.306
C -2.439 -3.475 -0.921
C -1.191 -2.971 -1.230
C -0.547 -2.148 -0.300
H -0.837 -3.922 6.870
H -2.051 -1.794 6.573
H -1.718 -0.445 4.539
H 1.085 -3.383 3.093
H 0.741 -4.707 5.134
H 0.588 1.328 3.771
H -0.271 3.624 3.919
H -2.192 4.325 2.523
H -3.267 2.709 0.992
H -2.416 0.410 0.828
H -2.862 -2.191 2.202
H -4.023 -3.586 0.533
H -2.954 -4.113 -1.629
H -0.736 -3.222 -2.179
N 4.019 -0.577 1.151
C 3.964 -0.877 -0.153
N 2.826 -1.216 -0.775
C 3.074 -1.509 -2.156
C 2.133 -1.928 -3.079
C 2.546 -2.140 -4.383
C 3.879 -1.944 -4.753
C 4.823 -1.535 -3.827
C 4.391 -1.324 -2.525
S 5.345 -0.836 -1.146
H 3.342 -0.977 1.785
H 4.910 -0.355 1.570
H 1.100 -2.100 -2.803
H 1.830 -2.469 -5.123
H 4.182 -2.122 -5.776
H 5.858 -1.394 -4.112
C -4.037 2.688 -3.653
C -3.762 1.420 -4.145
C -2.693 0.703 -3.629
C -1.873 1.258 -2.643
C -2.169 2.535 -2.150
C -3.248 3.241 -2.646
C -0.793 0.432 -2.109
C 0.240 0.685 -1.271
C 0.909 1.952 -0.888
C 0.945 3.076 -1.713
C 1.668 4.195 -1.333
C 2.385 4.208 -0.138
C 2.394 3.084 0.673
C 1.653 1.978 0.284
H -4.872 3.251 -4.050
H -4.382 0.990 -4.920
H -2.483 -0.295 -3.998
H -1.564 2.971 -1.365
H -3.476 4.225 -2.257
H -0.924 -0.609 -2.388
H 0.424 3.072 -2.662
H 1.683 5.065 -1.977
H 2.944 5.088 0.151
H 2.960 3.076 1.595
H 1.681 1.120 0.957
*
```

Properties
max |F| = 0.820 eV/A
E_LUMO = -6.757 eV
HOMO energy = -13.121 eV
frontier orbital gap = 0.234 hartree


Question: Which of these has the lowest max |F|?
Answer: C39H31N2PSTi